(a)
This record from the Open Molecules 2025 dataset describes 2 unconnected molecules or ions with the total composition C9H14. The level of theory is ωB97M-V/def2-TZVPD.

Geometry as ORCA input:
```
! wB97M-V def2-TZVPD RIJCOSX def2/J DEFGRID3
* xyz 1 2
C -1.66 1.12 -0.26
C -1.84 -2.42 0.86
C -0.72 -2.99 0.14
C -2.14 -1.10 0.76
C -1.32 -0.29 -0.03
C -0.02 -2.23 -0.77
C -0.26 -0.87 -0.83
H -2.37 -3.16 1.47
H -0.47 -4.02 0.34
H -3.03 -0.79 1.28
H 0.63 -2.63 -1.53
H -2.29 1.11 -1.18
H -0.79 1.74 -0.49
H 0.41 -0.26 -1.42
H -2.28 1.74 0.39
C 1.93 1.52 0.75
C 2.59 2.23 -0.42
H 0.90 1.89 0.82
H 1.99 0.44 0.60
H 2.31 1.89 1.71
H 3.67 2.22 -0.28
H 2.27 3.26 -0.58
H 2.47 1.59 -1.31
*
```

HOMO-LUMO gap (alpha / beta) = 9.99 / 6.29 eV
E_HOMO (alpha / beta) = -14.454 / -14.453 eV
LUMO level (alpha / beta) = -4.467 / -8.165 eV
⟨S²⟩ = 0.77



(b)
This record from the Open Molecules 2025 dataset describes 2 unconnected molecules or ions with the total composition C9H14. The level of theory is ωB97M-V/def2-TZVPD.

Geometry as ORCA input:
```
! wB97M-V def2-TZVPD RIJCOSX def2/J DEFGRID3
* xyz 1 2
C -2.34 -0.57 -2.94
C 0.24 -0.47 -0.19
C -0.29 -0.54 -1.45
C -0.60 -0.57 0.95
C -1.70 -0.54 -1.62
C -1.98 -0.86 0.80
C -2.49 -0.89 -0.45
H 1.31 -0.42 -0.05
H 0.43 -0.55 -2.26
H -0.19 -0.48 1.94
H -2.55 -1.10 1.69
H -3.13 -1.33 -2.88
H -1.65 -0.78 -3.74
H -3.53 -1.10 -0.69
H -3.01 0.27 -3.15
C 2.39 0.78 2.31
C 2.96 1.67 1.19
H 3.14 0.03 2.57
H 2.27 1.39 3.21
H 1.45 0.31 2.04
H 4.02 1.86 1.32
H 2.43 2.62 1.19
H 2.83 1.26 0.19
*
```

HOMO-LUMO gap (alpha / beta) = 10.19 / 6.56 eV
E_HOMO (alpha / beta) = -14.723 / -14.726 eV
LUMO level (alpha / beta) = -4.532 / -8.162 eV
⟨S²⟩ = 0.77



Going by the energies, (b) is most stable and the next is 3.5 kcal/mol up.



(a)
This record from the Open Molecules 2025 dataset describes a gas-phase ion, C9H14NO (charge +1). The level of theory is ωB97M-V/def2-TZVPD.

Geometry as ORCA input:
```
! wB97M-V def2-TZVPD RIJCOSX def2/J DEFGRID3
* xyz 1 1
C 1.23 -1.60 0.28
N -0.01 -0.86 0.12
C -1.05 -1.80 0.08
C -0.09 0.37 -0.71
C 1.29 0.84 -1.22
C 1.90 1.34 0.05
C 1.23 1.02 1.11
C -0.11 0.44 0.78
C -1.55 0.81 1.10
O -2.33 0.82 -0.08
C -1.46 0.88 -1.19
H 1.29 -2.24 -0.54
H 2.15 -0.95 0.33
H 1.14 -2.22 1.12
H -1.98 -1.05 -0.09
H -1.00 -2.39 -0.77
H -1.15 -2.32 0.97
H 1.22 1.67 -1.94
H 1.90 0.00 -1.63
H 2.87 1.81 0.19
H 1.60 1.23 2.07
H -2.07 0.21 1.83
H -1.49 1.78 1.66
H -1.42 1.89 -1.58
H -2.10 0.31 -1.95
*
```

HOMO-LUMO gap = 11.49 eV
E_HOMO = -14.092 eV
SMILES = C[N+]1(C)[C@]23CC=C[C@@]21COC3
LUMO level = -2.604 eV



(b)
This record from the Open Molecules 2025 dataset describes 2 unconnected molecules or ions with the total composition C9H14NO. The level of theory is ωB97M-V/def2-TZVPD.

Geometry as ORCA input:
```
! wB97M-V def2-TZVPD RIJCOSX def2/J DEFGRID3
* xyz 1 1
C -3.76 1.29 -0.13
C -2.74 1.33 0.80
C -3.49 0.24 -0.97
C -1.93 0.23 0.48
C 0.36 -0.57 1.79
C -0.03 -1.70 0.70
C -0.79 -0.45 0.92
C 0.87 -1.77 -0.62
C 2.70 1.04 -1.07
N 3.15 0.91 0.33
O -2.46 -0.41 -0.67
H -4.58 1.94 -0.06
H -2.51 1.90 1.67
H -3.96 -0.15 -1.87
H 0.23 -0.89 2.77
H 1.25 -0.09 1.54
H -0.65 -2.64 0.69
H 1.62 -2.53 -0.54
H 1.20 -0.80 -0.80
H 0.26 -2.12 -1.57
H 3.61 1.17 -1.68
H 2.15 0.13 -1.45
H 2.11 1.99 -1.02
H 3.59 1.84 0.48
H 3.78 0.11 0.27
*
```

HOMO-LUMO gap = 6.73 eV
E_HOMO = -12.424 eV
LUMO level = -5.698 eV



Going by the energies, (a) is most stable and the next is 29.9 kcal/mol up.



(a)
This record from the Open Molecules 2025 dataset describes 2 unconnected molecules or ions with the total composition C6H12O. The level of theory is ωB97M-V/def2-TZVPD.

Geometry as ORCA input:
```
! wB97M-V def2-TZVPD RIJCOSX def2/J DEFGRID3
* xyz 0 1
C 0.83 -1.57 -1.31
C 0.42 -0.25 -0.73
C -0.69 0.49 -1.46
C 1.01 0.23 0.37
C 0.58 1.46 1.13
C -0.35 0.91 2.18
O -1.56 0.99 2.14
H 1.46 -2.14 -0.61
H -0.06 -2.18 -1.54
H 1.38 -1.45 -2.25
H -1.29 -0.20 -2.05
H -0.27 1.23 -2.15
H -1.36 1.01 -0.77
H 1.79 -0.37 0.84
H 1.44 1.95 1.60
H 0.04 2.18 0.51
H 0.14 0.31 2.98
H -1.58 -1.51 0.32
H -1.93 -1.08 0.82
*
```

HOMO-LUMO gap = 10.04 eV
E_HOMO = -9.044 eV
SMILES = CC(C)=CCC=O.[H][H]
LUMO level = 1.001 eV



(b)
This record from the Open Molecules 2025 dataset describes a single C6H12O molecule. The level of theory is ωB97M-V/def2-TZVPD.

Geometry as ORCA input:
```
! wB97M-V def2-TZVPD RIJCOSX def2/J DEFGRID3
* xyz 0 1
C 1.26 -2.08 0.83
C 1.29 -0.73 0.13
C -0.08 -0.03 0.18
C -1.06 -0.79 -0.69
O -2.00 -1.44 -0.27
C -0.02 1.43 -0.28
C -1.37 2.15 -0.31
H 2.23 -2.58 0.79
H 0.99 -1.96 1.89
H 0.52 -2.75 0.38
H 2.03 -0.07 0.61
H 1.62 -0.84 -0.91
H -0.47 -0.08 1.20
H -0.86 -0.73 -1.78
H 0.43 1.47 -1.29
H 0.68 1.96 0.38
H -1.21 3.23 -0.40
H -1.95 1.96 0.59
H -1.97 1.84 -1.17
*
```

HOMO-LUMO gap = 10.77 eV
E_HOMO = -9.678 eV
SMILES = CCC(C=O)CC
LUMO level = 1.097 eV



Going by the energies, (b) is most stable and the next is 36.3 kcal/mol up.



(a)
This record from the Open Molecules 2025 dataset describes a molecular structure, C7H11NO. The level of theory is ωB97M-V/def2-TZVPD.

Geometry as ORCA input:
```
! wB97M-V def2-TZVPD RIJCOSX def2/J DEFGRID3
* xyz 0 1
C 0.56 -0.98 -0.11
C 0.11 -1.89 -1.21
C 1.89 -0.30 -0.20
C -0.91 0.97 2.35
C -0.96 0.39 0.99
C -0.93 0.85 -0.44
C -0.63 1.47 -1.58
O 0.00 -1.15 1.06
N -2.04 0.78 0.27
H 0.48 -1.57 -2.18
H -0.98 -1.92 -1.24
H 0.48 -2.90 -0.99
H 2.13 -0.04 -1.23
H 2.66 -0.99 0.17
H 1.91 0.61 0.40
H -1.07 2.05 2.34
H -1.68 0.49 2.96
H 0.05 0.75 2.82
H -1.35 2.11 -2.07
H 0.29 1.24 -2.09
*
```

HOMO-LUMO gap (alpha / beta) = 7.27 / 7.27 eV
E_HOMO (alpha / beta) = -7.867 / -7.868 eV
LUMO level (alpha / beta) = -0.595 / -0.594 eV



(b)
This record from the Open Molecules 2025 dataset describes 2 unconnected molecules or ions with the total composition C7H11NO. The level of theory is ωB97M-V/def2-TZVPD.

Geometry as ORCA input:
```
! wB97M-V def2-TZVPD RIJCOSX def2/J DEFGRID3
* xyz 0 1
C -1.64 -1.03 -0.55
C -1.59 -0.06 0.37
C -2.37 1.21 0.29
C -0.72 -0.23 1.55
O 0.05 -1.14 1.72
H -2.26 -0.97 -1.42
H -1.06 -1.93 -0.42
H -2.86 1.30 -0.68
H -3.13 1.23 1.07
H -1.71 2.05 0.44
H -0.83 0.58 2.30
C 2.50 -0.95 -0.21
C 1.86 0.12 -1.09
C 1.27 1.17 -0.29
N 0.81 2.01 0.34
H 3.01 -1.69 -0.83
H 1.75 -1.45 0.40
H 3.23 -0.50 0.46
H 2.61 0.59 -1.73
H 1.08 -0.30 -1.72
*
```

HOMO-LUMO gap = 10.22 eV
E_HOMO = -9.942 eV
SMILES = C=C(C)C=O.CCC#N
LUMO level = 0.282 eV



(c)
This record from the Open Molecules 2025 dataset describes a single C7H11NO molecule. The level of theory is ωB97M-V/def2-TZVPD.

Geometry as ORCA input:
```
! wB97M-V def2-TZVPD RIJCOSX def2/J DEFGRID3
* xyz 0 1
C 2.06 0.11 0.65
C -1.42 1.97 -0.25
C 1.24 0.34 -0.59
C 0.18 -1.52 -0.59
C -1.00 0.59 0.08
N -1.14 0.15 1.36
C -0.50 -0.32 -0.89
C -0.11 -2.81 -0.61
O 1.62 1.01 -1.51
H -0.76 -0.76 1.58
H -1.22 0.82 2.11
H -0.68 -0.07 -1.93
H 2.97 -0.43 0.40
H 2.35 1.09 1.05
H 1.54 -0.47 1.40
H -1.57 2.59 0.64
H -2.40 1.96 -0.75
H -0.71 2.47 -0.91
H 0.63 -3.57 -0.37
H -1.11 -3.17 -0.87
*
```

HOMO-LUMO gap = 7.28 eV
E_HOMO = -6.557 eV
LUMO level = 0.727 eV



Going by the energies, (b) is most stable and the next is 78.4 kcal/mol up.



(a)
This record from the Open Molecules 2025 dataset describes a single C7H11NO molecule. The level of theory is ωB97M-V/def2-TZVPD.

Geometry as ORCA input:
```
! wB97M-V def2-TZVPD RIJCOSX def2/J DEFGRID3
* xyz 0 1
O 2.19 1.59 -0.27
C 2.53 0.22 -0.60
C 2.59 -0.65 0.57
C 1.45 -0.79 -0.31
C 0.09 -0.20 0.14
C -1.05 -0.86 -0.16
C -2.49 -0.55 0.09
C -2.86 0.85 0.54
N -3.27 0.35 -0.79
H 2.86 1.95 0.43
H 3.28 0.08 -1.40
H 3.35 -1.44 0.56
H 2.45 -0.20 1.57
H 1.37 -1.55 -1.06
H 0.08 0.67 0.86
H -0.99 -1.71 -0.83
H -3.18 -1.34 0.40
H -3.63 1.17 1.31
H -1.96 1.48 0.52
H -2.79 0.92 -1.58
*
```

HOMO-LUMO gap = 9.77 eV
E_HOMO = -8.919 eV
SMILES = O[C@H]1C[C@H]1/C=C/[C@H]1CN1
LUMO level = 0.851 eV



(b)
This record from the Open Molecules 2025 dataset describes a single C7H11NO molecule. The level of theory is ωB97M-V/def2-TZVPD.

Geometry as ORCA input:
```
! wB97M-V def2-TZVPD RIJCOSX def2/J DEFGRID3
* xyz 0 1
C -2.35 -0.86 0.06
C -1.04 -0.14 0.09
C -0.26 0.06 1.34
C 0.95 0.73 0.74
C 0.34 1.80 -0.13
N -0.71 1.02 -0.87
C -0.10 -0.30 -1.07
C 1.36 -0.30 -0.42
O 1.77 -1.56 0.11
H -3.03 -0.65 1.01
H -2.02 -2.05 0.10
H -2.88 -0.71 -0.89
H -0.04 -0.90 1.77
H -0.80 0.60 2.17
H 1.78 1.01 1.43
H 1.06 2.31 -0.89
H -0.10 2.68 0.44
H -0.40 -0.95 -1.96
H 2.14 0.13 -1.14
H 1.66 -2.23 -0.57
*
```

HOMO-LUMO gap = 9.95 eV
E_HOMO = -9.107 eV
SMILES = C[C@]12C[C@@H]3CN1[C@H]2[C@@H]3O
LUMO level = 0.842 eV



(c)
This record from the Open Molecules 2025 dataset describes a single C7H11NO molecule. The level of theory is ωB97M-V/def2-TZVPD.

Geometry as ORCA input:
```
! wB97M-V def2-TZVPD RIJCOSX def2/J DEFGRID3
* xyz 0 1
C -1.82 1.03 1.16
C -0.68 0.36 1.00
N -0.64 -0.97 0.68
C -0.11 -1.37 -0.44
C 0.26 -0.49 -1.61
C 0.08 -2.85 -0.62
C 0.75 0.99 1.05
C 0.87 2.46 0.74
O 1.74 0.34 1.38
H -2.77 0.49 1.09
H -1.87 2.08 1.40
H 0.09 -1.04 -2.55
H 1.33 -0.25 -1.58
H -0.35 0.41 -1.65
H 1.08 -3.06 -1.00
H -0.66 -3.23 -1.33
H -0.04 -3.38 0.33
H -0.07 2.92 0.44
H 1.57 2.59 -0.09
H 1.24 2.98 1.62
*
```

HOMO-LUMO gap = 9.27 eV
E_HOMO = -8.719 eV
SMILES = C=C(N=C(C)C)C(C)=O
LUMO level = 0.554 eV



Going by the energies, (c) is most stable and the next is 17.0 kcal/mol up.



(a)
This record from the Open Molecules 2025 dataset describes a single C7H11NO molecule. The level of theory is ωB97M-V/def2-TZVPD.

Geometry as ORCA input:
```
! wB97M-V def2-TZVPD RIJCOSX def2/J DEFGRID3
* xyz 0 1
C 2.71 0.38 0.08
C 1.09 0.11 -0.01
O 0.80 -0.58 -1.10
C 0.40 -1.20 0.07
C -1.14 -1.53 0.11
C -2.20 -0.14 -0.01
C -1.03 0.76 -0.54
N -0.81 2.23 -0.37
C 0.10 1.13 0.29
H 3.44 -0.49 -0.26
H 3.11 0.99 -0.63
H 3.03 0.45 1.30
H 0.99 -2.00 0.28
H -1.63 -2.27 0.88
H -1.34 -2.26 -0.72
H -3.27 -0.18 -0.72
H -2.61 0.26 0.98
H -0.45 0.56 -1.55
H -0.99 2.77 0.49
H -0.20 1.01 1.44
*
```

HOMO-LUMO gap = 9.59 eV
E_HOMO = -8.657 eV
SMILES = C[C@@]12O[C@@H]1CC[C@H]1N[C@@H]12
LUMO level = 0.931 eV



(b)
This record from the Open Molecules 2025 dataset describes a single C7H11NO molecule. The level of theory is ωB97M-V/def2-TZVPD.

Geometry as ORCA input:
```
! wB97M-V def2-TZVPD RIJCOSX def2/J DEFGRID3
* xyz 0 1
C -0.82 -1.23 0.52
C 0.54 1.14 2.03
C 0.67 0.00 -1.22
C -0.63 -0.86 -0.91
C -1.26 0.20 0.52
C -0.24 1.14 0.74
C 1.90 -0.26 -0.72
O 0.62 0.48 -2.50
N -1.25 -1.25 -1.99
H -0.09 -0.03 -2.94
H -2.26 -1.30 -1.88
H -1.66 -1.92 0.66
H 0.09 -1.50 1.06
H -2.23 0.52 0.18
H -0.40 2.12 0.31
H 2.03 -0.54 0.31
H 2.78 -0.05 -1.32
H 1.12 0.22 2.16
H 1.24 1.98 2.09
H -0.14 1.16 2.88
*
```

HOMO-LUMO gap (alpha / beta) = 7.55 / 7.55 eV
E_HOMO (alpha / beta) = -7.749 / -7.749 eV
LUMO level (alpha / beta) = -0.200 / -0.198 eV



Going by the energies, (b) is most stable and the next is 80.0 kcal/mol up.